Density functional theory data (ωB97M-V/def2-TZVPD) for a structure of composition C20H19CaN7S2Se at a distorted geometry.

Output
**Energy above the lowest of the compared OMol25 structures with the same formula, charge and spin**: 22.3 kJ/mol
**Total energy**: -5032.23773 a.u.
**HOMO-LUMO gap**: 6.51 eV

```
50
Properties=species:S:1:pos:R:3:forces:R:3
Se -2.501104 0.487138 1.058395 0.2 0.2 0.0
Ca -0.479343 -1.362774 0.399301 0.1 -0.1 -0.4
S 4.488351 -2.885510 0.816535 -1.8 -0.3 -0.1
S 0.220014 -2.357247 5.427056 0.1 -0.9 0.2
N 2.048397 -2.030588 0.826560 0.9 -0.2 -1.7
N 1.016689 4.453970 -0.294599 0.3 1.7 1.1
N 1.520350 1.823316 0.254028 0.4 0.6 1.9
N 0.210746 -1.769016 2.968991 -2.8 0.1 0.2
N 0.870295 1.459089 -3.212395 0.7 2.5 -0.3
N 0.195594 -0.009406 -1.712602 0.1 -0.4 1.4
N 0.275616 0.464032 -3.814902 -0.2 -1.5 -2.6
C -2.000487 -1.577391 4.154185 -2.4 2.8 -3.2
C -3.376407 -0.027748 -1.627779 0.9 -1.8 0.0
C 3.169945 -1.643254 -1.407809 0.0 -0.5 1.5
C 1.723307 2.778916 1.220435 -0.6 -0.2 -1.3
C -2.830905 2.255847 -1.200070 0.5 1.0 -0.6
C 1.580975 -2.744102 4.499364 0.6 0.8 -0.6
C -3.171599 2.545863 -2.500390 -0.9 -0.4 -0.8
C 0.776607 1.195707 -1.929189 -0.2 0.1 -0.7
C 0.849348 3.551942 -1.209864 -0.2 0.1 -0.7
C 1.454743 4.122466 0.932854 -0.4 -1.3 -0.3
C 2.351822 -2.475030 2.076257 -0.5 -0.2 1.9
C -3.669582 1.535230 -3.362910 -0.7 1.8 0.0
C 3.540769 -3.063586 2.291555 1.3 0.9 -2.6
C 3.054644 -2.229058 -0.026269 0.9 0.7 2.3
C 1.077234 2.221354 -0.914105 0.3 -1.0 -0.3
C -2.828534 0.939998 -0.787733 -1.0 -0.7 1.0
C -3.808411 0.242767 -2.936427 0.7 -0.2 1.6
C -0.606369 -1.862528 4.026377 3.0 1.0 -0.9
C -0.077425 -0.437500 -2.906805 -1.5 -1.2 -1.1
C 1.428406 -2.269425 3.226252 0.2 -1.1 -0.4
H 3.990343 -3.428895 3.168542 0.3 -0.3 0.8
H 2.846812 -2.357490 -2.117202 -0.7 -0.4 -1.0
H 0.161893 0.337791 -4.884013 0.5 0.7 2.7
H -2.615096 3.119695 -0.575380 0.3 -0.5 0.3
H 2.441266 -3.253540 4.848729 0.5 -0.2 0.6
H 1.495830 4.901217 1.695853 0.2 -0.2 -0.3
H 2.665067 -0.717743 -1.378462 -1.3 0.7 -0.3
H 4.146626 -1.323793 -1.666880 1.4 -0.3 0.1
H -2.550953 -1.728491 3.145722 0.9 0.3 1.6
H -4.225164 1.907296 -4.214402 0.4 -0.3 -0.6
H -3.238979 3.592422 -2.817847 0.2 -0.4 0.0
H -1.259380 -2.947821 -0.942259 0.3 0.3 0.3
H -3.330794 -1.089718 -1.245549 -0.4 1.2 -0.5
H -2.328977 -0.560075 4.528769 0.8 -0.9 -0.6
H -4.257700 -0.560537 -3.488694 -0.2 0.0 -0.4
H -0.655566 -1.296903 -3.229917 0.3 -0.2 0.6
H -2.348083 -2.244288 4.836762 -1.6 -2.0 1.9
H 2.041488 2.442086 2.205765 0.0 0.0 -0.3
H 0.517660 3.875315 -2.203858 0.0 -0.2 0.4
```
Forces are in eV/Å.